Record 1
{"formula": "C3H12O5", "method": "ωB97M-V with the def2-TZVPD basis set", "homo_lumo_gap_ev": 4.50, "e_homo_ev": -8.7, "fmax_ev_per_a": 2.281, "relative_energy_kj_mol": 628.4, "energy_ha": -497.48818, "lumo_energy_ev": -4.20, "species": ["O", "C", "C", "C", "O", "H", "H", "H", "H", "H", "H", "H", "H", "O", "H", "H", "O", "H", "H", "O"], "coordinates": [[1.57615, -0.16816, 0.21145], [1.43370, 0.96792, 1.00799], [0.04274, 1.13726, 1.54255], [-1.04817, 1.72907, 0.78204], [-1.78543, 0.81823, -0.07845], [2.10422, 0.82846, 1.85347], [-0.18942, 0.69422, 2.51630], [1.72060, 1.92663, 0.54931], [-1.83106, 2.17989, 1.40055], [-0.68178, 2.52209, 0.11961], [-1.58558, -0.10602, 0.19937], [1.03287, -0.75309, -3.03967], [-0.28152, -1.19704, -2.05143], [0.69214, -0.58145, -2.16838], [-1.74613, -2.39203, -1.92081], [0.94030, -1.77995, 0.66213], [-1.22283, -1.71917, -1.49038], [1.10688, -0.08909, -0.68626], [-0.32024, -1.98798, -0.18705], [0.04254, -2.02978, 0.77768]], "mulliken_charge": [-0.441, -0.548, 0.382, -0.488, -0.374, 0.347, 0.315, 0.345, 0.316, 0.293, 0.333, 0.215, 0.398, -0.813, 0.156, 0.379, -0.840, 0.330, 0.382, -0.688]}



Record 2
{"formula": "C3H12O5", "method": "ωB97M-V with the def2-TZVPD basis set", "homo_lumo_gap_ev": 11.03, "e_homo_ev": -10.5, "fmax_ev_per_a": 2.050, "relative_energy_kj_mol": 37.3, "energy_ha": -497.71330, "smiles": "CCC(=O)O.O.O.O", "lumo_energy_ev": 0.58, "species": ["C", "C", "C", "O", "O", "H", "H", "H", "H", "H", "H", "O", "H", "H", "O", "H", "H", "O", "H", "H"], "coordinates": [[0.33499, -2.60479, 0.07533], [0.92469, -1.80687, -1.09362], [0.46560, -0.37340, -0.84735], [-0.67390, -0.01507, -1.13828], [1.43193, 0.34675, -0.36125], [-0.73297, -2.75932, 0.00770], [0.74447, -3.60503, 0.16590], [0.63542, -2.16002, 1.03347], [0.67595, -2.10456, -2.10813], [2.02254, -1.74951, -1.01110], [0.97043, 1.28874, 0.16238], [0.22493, 2.18782, 0.78600], [-0.47998, 2.19975, 0.04792], [-0.10639, 1.48929, 1.39029], [-2.09414, 2.05020, -0.32291], [-1.99781, 2.55750, -1.14421], [-1.70328, 1.17699, -0.58598], [-0.09004, -0.26837, 2.22763], [-0.90713, -0.73048, 2.43922], [0.30945, -0.69965, 1.45368]], "mulliken_charge": [-1.149, -0.181, 0.490, -0.788, -0.578, 0.319, 0.356, 0.408, 0.325, 0.206, 0.405, -0.711, 0.445, 0.486, -0.757, 0.329, 0.556, -0.737, 0.371, 0.206]}



Record 3
{"formula": "C3H13N2", "method": "ωB97M-V with the def2-TZVPD basis set", "homo_lumo_gap_ev": [4.20, 10.95], "e_homo_ev": [-3.0, -10.2], "fmax_ev_per_a": 4.712, "relative_energy_kj_mol": 178.6, "spin_multiplicity": 2, "energy_ha": -231.42110, "lumo_energy_ev": [1.20, 0.75], "species": ["C", "N", "H", "H", "H", "H", "H", "H", "C", "C", "N", "H", "H", "H", "H", "H", "H", "H"], "coordinates": [[2.01577, -1.75581, 1.01001], [0.82452, -0.94658, 1.44302], [2.48861, -2.13147, 1.91365], [1.53941, -2.57221, 0.39367], [2.58823, -1.23109, 0.22956], [0.22258, -0.32760, 0.19609], [1.31462, -0.48285, 2.21075], [-0.05409, -1.48813, 1.81732], [-1.62427, 1.92806, -1.49715], [-0.94014, 1.21150, -0.23112], [-0.44841, -0.15858, -0.62707], [-2.32160, 1.37753, -2.04739], [-2.10130, 2.88089, -1.27727], [-0.89867, 2.09108, -2.19492], [-0.05317, 1.78654, 0.00024], [-1.45528, 1.17175, 0.68529], [-1.18072, -0.96850, -0.64734], [0.08392, -0.38456, -1.37733]], "mulliken_charge": [-1.477, -0.882, 0.441, 0.557, 0.345, -0.138, 0.312, 0.567, -1.380, -0.510, -1.711, 0.463, 0.342, 0.522, 0.231, 0.394, 1.141, 0.783]}



Record 4
{"formula": "C3H13N2O", "method": "ωB97M-V with the def2-TZVPD basis set", "homo_lumo_gap_ev": 10.27, "e_homo_ev": -13.5, "charge": 1, "fmax_ev_per_a": 2.124, "relative_energy_kj_mol": 129.8, "energy_ha": -306.58626, "lumo_energy_ev": -3.21, "species": ["N", "C", "C", "N", "H", "H", "H", "H", "H", "H", "H", "H", "H", "C", "O", "H", "H", "H", "H"], "coordinates": [[0.01592, 0.58676, 1.26145], [-0.79653, 1.36117, 0.28552], [-1.46154, 0.47453, -0.74015], [-2.20176, 1.26042, -1.77814], [-0.55520, -0.14701, 1.66495], [0.92254, 0.14716, 0.91098], [0.26013, 1.19808, 2.04377], [-1.53488, 1.96544, 0.89469], [-0.05811, 2.04926, -0.19742], [-0.70281, -0.13541, -1.31833], [-2.09666, -0.21287, -0.11547], [-2.47728, 0.55435, -2.52171], [-3.12052, 1.59275, -1.43725], [2.19539, -2.15109, 0.21481], [2.26175, -0.67879, 0.50553], [2.10308, -2.30410, -0.87555], [3.07529, -2.68498, 0.62932], [1.26316, -2.52325, 0.71968], [2.90804, -0.35244, -0.14669]], "mulliken_charge": [-0.203, -0.521, -0.399, -0.623, 0.371, 0.262, 0.399, 0.322, 0.308, 0.306, 0.285, 0.277, 0.259, -0.548, -0.602, 0.283, 0.261, 0.248, 0.313]}



Record 5
{"formula": "C3H13N2O", "method": "ωB97M-V with the def2-TZVPD basis set", "homo_lumo_gap_ev": 10.17, "e_homo_ev": -13.4, "charge": 1, "fmax_ev_per_a": 5.225, "relative_energy_kj_mol": 222.7, "energy_ha": -306.55087, "lumo_energy_ev": -3.28, "species": ["N", "C", "C", "C", "N", "H", "H", "H", "H", "H", "H", "H", "H", "H", "H", "H", "H", "H", "O"], "coordinates": [[0.37906, 1.43208, -0.20038], [-0.78033, 0.40809, -0.31346], [-1.69520, 0.28284, 0.99557], [-0.14129, -1.01280, -0.42260], [-0.97410, -1.76317, -1.21720], [0.79970, 1.83806, -0.99191], [1.14826, 0.95049, 0.31980], [0.09282, 2.27794, 0.18930], [-1.21456, 0.75394, -1.32995], [-1.08578, -0.19410, 1.84533], [-2.40131, -0.58555, 0.70183], [-2.40125, 1.07886, 1.23971], [0.70931, -0.74277, -1.03133], [0.41193, -1.21028, 0.51030], [-0.52792, -2.59194, -1.59299], [-1.83302, -2.03162, -0.57823], [3.38192, -0.07005, -0.11118], [3.28292, 0.88307, 1.30350], [2.84882, 0.29691, 0.68389]], "mulliken_charge": [-0.213, 0.069, -0.867, -0.905, -0.441, 0.302, 0.282, 0.342, 0.270, 0.301, 0.239, 0.376, 0.318, 0.381, 0.275, 0.303, 0.348, 0.312, -0.693]}



Record 6
{"formula": "C3H13N2O", "method": "ωB97M-V with the def2-TZVPD basis set", "homo_lumo_gap_ev": 11.01, "e_homo_ev": -13.9, "charge": 1, "fmax_ev_per_a": 3.231, "relative_energy_kj_mol": 85.0, "energy_ha": -306.60333, "lumo_energy_ev": -2.85, "species": ["C", "C", "C", "N", "N", "H", "H", "H", "H", "H", "H", "H", "H", "H", "H", "H", "H", "H", "O"], "coordinates": [[0.73294, -0.45068, -0.54353], [0.31761, 0.85657, -1.28429], [-1.25187, 1.11814, -1.41762], [-1.68588, 1.33972, -0.02230], [0.40035, -0.24185, 0.96229], [-0.06485, -1.21332, -0.71471], [1.78763, -0.67546, -0.62519], [0.78695, 1.71321, -0.75894], [0.86673, 1.05090, -2.19863], [-1.66359, 0.21558, -1.83145], [-1.40559, 1.84092, -2.21913], [-1.55608, 2.28047, 0.37319], [-2.68021, 1.17906, 0.15791], [0.86154, -1.03356, 1.49382], [-0.60958, 0.03545, 0.99308], [0.97422, 0.55922, 1.23585], [1.82537, -2.59751, 2.78355], [1.07646, -3.42764, 1.63298], [1.28787, -2.54920, 1.98311]], "mulliken_charge": [-0.649, -0.638, -0.557, -0.584, -0.278, 0.361, 0.392, 0.321, 0.418, 0.328, 0.337, 0.224, 0.244, 0.294, 0.424, 0.388, 0.312, 0.299, -0.637]}



Record 7
{"formula": "C3H13N2O", "method": "ωB97M-V with the def2-TZVPD basis set", "homo_lumo_gap_ev": [9.82, 3.13], "e_homo_ev": [-17.5, -17.5], "charge": 2, "fmax_ev_per_a": 5.741, "relative_energy_kj_mol": 328.2, "spin_multiplicity": 2, "energy_ha": -306.03006, "lumo_energy_ev": [-7.68, -14.37], "species": ["C", "N", "C", "N", "C", "H", "H", "H", "H", "H", "H", "H", "H", "H", "H", "H", "H", "H", "O"], "coordinates": [[0.40770, -0.64672, -1.18752], [1.89310, -0.72589, -1.40201], [0.10327, 0.88880, -1.02428], [0.85775, 1.21082, 0.28174], [0.15538, 0.52789, 1.50181], [-0.08065, -1.29820, -1.97757], [0.08389, -1.03466, -0.21473], [2.19186, -1.02795, -2.28629], [2.19835, -1.58689, -0.88906], [0.53900, 1.61097, -1.78900], [-0.98812, 1.10226, -0.95906], [0.87157, 2.21399, 0.48196], [1.81248, 0.90010, 0.18382], [-0.96791, 0.26492, 1.39687], [0.82423, -0.36691, 1.71911], [0.32171, 1.27236, 2.22643], [-3.69282, -0.33047, 0.97111], [-3.22534, -1.67889, 1.93440], [-3.30547, -1.29555, 1.03228]], "mulliken_charge": [-0.355, -0.125, -0.559, -0.204, -0.887, 0.393, 0.398, 0.355, 0.361, 0.373, 0.355, 0.419, 0.339, 0.311, 0.421, 0.397, 0.346, 0.345, -0.683]}